Entry 1:
The following is a DFT calculation (wB97M-V/def2-TZVPD) of C2H9OS as an isolated structure at a distorted geometry.

Calculated values
* E_LUMO (alpha / beta): -11.23 / -16.22 eV
* <S²>: 0.759
* net charge: +2
* energy relative to the best compared isomer or geometry (same formula, charge and spin): 2.8331 eV
* energy: -15076.544 eV
* spin multiplicity: 2
* HOMO-LUMO gap (alpha / beta): 6.2 / 1.2 eV

Cartesian coordinates (Å):
O1 -3.510 -0.237 -0.419
H1 -3.889 -1.112 -0.351
H2 6.540 0.783 2.466
H3 -4.433 0.276 -0.255
C1 0.090 0.339 0.466
C2 -0.207 -0.407 -0.732
S1 -0.483 -0.102 -2.321
H4 -0.809 1.095 0.763
H5 0.807 1.201 0.490
H6 0.002 -0.241 1.375
H7 6.852 1.235 1.871
H8 -0.535 -1.461 -0.568
H9 -0.425 -1.367 -2.785

---

Entry 2:
The following is a DFT calculation (wB97M-V/def2-TZVPD) of a 2-piece molecular cluster, C2H9OS overall at a distorted geometry.

Calculated values
* E_LUMO (alpha / beta): -9.16 / -16.57 eV
* <S²>: 0.753
* net charge: +2
* energy relative to the best compared isomer or geometry (same formula, charge and spin): 0.2219 eV
* energy: -15079.155 eV
* spin multiplicity: 2
* HOMO-LUMO gap (alpha / beta): 11.4 / 4.0 eV

Cartesian coordinates (Å):
O1 0.257 -1.026 3.025
H1 -0.237 -1.902 3.118
H2 0.378 -0.661 3.962
H3 0.050 -0.381 0.428
C1 -1.497 0.540 -1.138
S1 0.022 0.843 -0.124
C2 1.355 0.309 -1.252
H4 -1.214 0.983 -2.086
H5 -2.281 1.100 -0.635
H6 -1.819 -0.492 -1.062
H7 1.593 1.108 -1.949
H8 2.250 0.246 -0.625
H9 1.141 -0.667 -1.663

---

Entry 3:
The following is a DFT calculation (wB97M-V/def2-TZVPD) of C2HAuF6NO5S2 as an isolated structure at a distorted geometry.

Calculated values
* E_LUMO (alpha / beta): -5.86 / -9.03 eV
* <S²>: 2.020
* net charge: +1
* energy: -55465.613 eV
* spin multiplicity: 3
* HOMO-LUMO gap (alpha / beta): 8.7 / 6.6 eV

Cartesian coordinates (Å):
Au1 1.553 0.069 -1.154
N1 -1.296 -0.506 0.648
S1 -0.143 -1.560 0.756
O1 -0.657 -2.915 0.848
O2 0.974 -1.346 -0.229
C1 0.744 -1.243 2.371
F1 -0.108 -1.386 3.367
F2 1.223 -0.011 2.369
F3 1.733 -2.106 2.503
S2 -0.986 1.017 0.069
O3 -1.750 2.002 0.883
C2 -2.018 0.850 -1.489
F4 -1.500 -0.081 -2.275
F5 -3.271 0.544 -1.206
F6 -1.991 2.016 -2.119
O4 2.933 1.244 -1.623
H1 3.048 1.554 -2.529
O5 1.513 1.857 -1.192

---

The lowest <S²> belongs to which entry?
number 2